Entry 1:
Below is the ion C10H17N2O with charge +1 at a distorted geometry, with properties calculated with ωB97M-V/def2-TZVPD.

Output
total charge: +1
HOMO level: -11.203 eV
SMILES: C[N+]1(C)/C2=C/O/C=C(\N)CCC[C@@H]21

Geometry (Å):
C -2.60 -0.26 1.43
N -2.03 -0.15 0.11
C -3.09 -0.15 -0.91
C -1.02 -1.12 -0.31
C -0.32 -2.22 -0.08
O 0.97 -2.37 -0.39
C 1.60 -1.19 -0.76
C 2.59 -0.43 -0.16
N 3.16 -0.70 1.05
C 2.66 0.95 -0.71
C 1.51 1.86 -0.30
C 0.21 1.18 0.34
C -0.71 0.29 -0.45
H -2.64 -1.28 1.68
H -1.98 0.33 2.15
H -3.55 0.16 1.48
H -3.56 -1.11 -0.94
H -3.86 0.71 -0.68
H -2.62 -0.01 -1.90
H -0.75 -3.23 0.29
H 1.14 -0.72 -1.55
H 3.06 -1.55 1.44
H 3.52 0.05 1.63
H 2.53 0.78 -1.77
H 3.68 1.34 -0.56
H 1.04 2.42 -1.13
H 1.64 2.74 0.30
H 0.51 0.78 1.35
H -0.28 2.04 0.68
H -0.79 0.87 -1.32

Formally, the natural (NBO) partial charges of the atoms, in units of the elementary charge, are as follows: number 1, C, carries -0.401; number 2, N, carries -0.207; number 3, C, carries -0.401; number 4, C, carries -0.044; number 5, C, carries 0.225; number 6, O, carries -0.435; number 7, C, carries -0.050; number 8, C, carries 0.214; number 9, N, carries -0.790; number 10, C, carries -0.465; number 11, C, carries -0.379; number 12, C, carries -0.443; number 13, C, carries -0.009; number 14, H, carries 0.230; number 15, H, carries 0.240; number 16, H, carries 0.233; number 17, H, carries 0.229; number 18, H, carries 0.234; number 19, H, carries 0.234; number 20, H, carries 0.230; number 21, H, carries 0.158; number 22, H, carries 0.390; number 23, H, carries 0.402; number 24, H, carries 0.241; number 25, H, carries 0.243; number 26, H, carries 0.211; number 27, H, carries 0.235; number 28, H, carries 0.216; number 29, H, carries 0.230; number 30, H, carries 0.228


Entry 2:
Below is the ion C10H17N2O with charge +1 at a distorted geometry, with properties calculated with ωB97M-V/def2-TZVPD.

Output
total charge: +1
HOMO level: -12.893 eV
SMILES: CC(C)c1c2co[n+]1[C@H](C)[C@@H](N)C2

Geometry (Å):
C 2.34 1.37 -0.04
C 1.87 0.06 0.58
C 2.96 -1.04 0.41
C 0.70 -0.55 -0.06
C 0.19 -0.53 -1.39
C -0.53 -1.73 -1.47
O -0.69 -2.27 -0.27
N -0.17 -1.36 0.66
C -1.19 -0.20 0.84
C -2.39 -0.80 1.55
C -1.65 0.57 -0.47
N -2.22 1.79 -0.01
C -0.54 0.75 -1.63
H 2.50 1.27 -1.11
H 3.29 1.66 0.42
H 1.63 2.17 0.15
H 1.69 0.17 1.65
H 3.19 -1.19 -0.65
H 2.64 -1.98 0.85
H 3.86 -0.71 0.91
H -0.96 -2.24 -2.31
H -0.69 0.50 1.51
H -2.86 -1.57 0.94
H -3.10 0.00 1.74
H -2.09 -1.24 2.50
H -2.45 -0.03 -0.92
H -1.55 2.45 0.36
H -2.80 2.24 -0.70
H 0.06 1.63 -1.45
H -1.02 0.81 -2.60

Formally, the natural (NBO) partial charges of the atoms, in units of the elementary charge, are as follows: number 1, C, carries -0.604; number 2, C, carries -0.339; number 3, C, carries -0.571; number 4, C, carries 0.569; number 5, C, carries -0.248; number 6, C, carries 0.288; number 7, O, carries -0.256; number 8, N, carries -0.153; number 9, C, carries -0.068; number 10, C, carries -0.615; number 11, C, carries -0.060; number 12, N, carries -0.824; number 13, C, carries -0.427; number 14, H, carries 0.225; number 15, H, carries 0.245; number 16, H, carries 0.215; number 17, H, carries 0.252; number 18, H, carries 0.226; number 19, H, carries 0.232; number 20, H, carries 0.249; number 21, H, carries 0.249; number 22, H, carries 0.237; number 23, H, carries 0.224; number 24, H, carries 0.257; number 25, H, carries 0.240; number 26, H, carries 0.209; number 27, H, carries 0.369; number 28, H, carries 0.391; number 29, H, carries 0.238; number 30, H, carries 0.250


Entry 3:
Below is the molecule C10H17N3O, with properties calculated with ωB97M-V/def2-TZVPD.

Output
total charge: 0
HOMO level: -9.263 eV
SMILES: CC[C@@](C#N)(CNC)[C@@H](C#N)COC

Geometry (Å):
C -0.15 -2.45 0.39
C 0.80 -1.32 0.02
C 0.66 -0.04 0.87
C 0.84 -0.45 2.28
N 0.98 -0.76 3.37
C 1.77 1.04 0.54
N 2.76 0.74 -0.46
C 2.35 0.81 -1.86
C -0.78 0.54 0.77
C -0.86 1.83 1.47
N -0.83 2.90 1.89
C -1.31 0.73 -0.66
O -2.66 1.15 -0.63
C -3.57 0.08 -0.55
H -1.20 -2.15 0.36
H 0.08 -2.84 1.38
H -0.02 -3.27 -0.31
H 0.68 -1.07 -1.04
H 1.82 -1.70 0.12
H 2.30 1.27 1.47
H 1.29 1.97 0.25
H 3.27 -0.11 -0.26
H 1.31 1.13 -1.95
H 2.96 1.53 -2.40
H 2.46 -0.16 -2.37
H -1.45 -0.15 1.29
H -0.76 1.53 -1.16
H -1.23 -0.19 -1.23
H -3.64 -0.45 -1.50
H -4.55 0.50 -0.32
H -3.32 -0.63 0.24

Formally, the natural (NBO) partial charges of the atoms, in units of the elementary charge, are as follows: number 1, C, carries -0.617; number 2, C, carries -0.390; number 3, C, carries -0.168; number 4, C, carries 0.295; number 5, N, carries -0.313; number 6, C, carries -0.205; number 7, N, carries -0.624; number 8, C, carries -0.416; number 9, C, carries -0.345; number 10, C, carries 0.287; number 11, N, carries -0.299; number 12, C, carries -0.053; number 13, O, carries -0.526; number 14, C, carries -0.252; number 15, H, carries 0.198; number 16, H, carries 0.227; number 17, H, carries 0.223; number 18, H, carries 0.214; number 19, H, carries 0.219; number 20, H, carries 0.226; number 21, H, carries 0.212; number 22, H, carries 0.362; number 23, H, carries 0.182; number 24, H, carries 0.199; number 25, H, carries 0.189; number 26, H, carries 0.257; number 27, H, carries 0.202; number 28, H, carries 0.181; number 29, H, carries 0.171; number 30, H, carries 0.205; number 31, H, carries 0.160


Entry 4:
Below is the molecule C10H17N3O3 at a distorted geometry, with properties calculated with ωB97M-V/def2-TZVPD.

Output
total charge: 0
HOMO level: -9.218 eV
SMILES: CNC(=O)[C@H]1CCCN1C(=O)CNC(C)=O

Geometry (Å):
C 2.06 -2.66 2.71
N 2.03 -1.22 2.26
C 2.02 -0.91 0.92
O 1.99 -1.81 0.04
C 1.86 0.58 0.58
C 3.07 1.18 -0.15
C 2.59 1.09 -1.59
C 1.08 1.40 -1.52
N 0.72 0.89 -0.21
C -0.52 0.37 0.05
O -0.68 -0.26 1.10
C -1.69 0.52 -1.01
N -2.91 0.09 -0.44
C -3.97 0.25 -1.05
C -5.26 -0.19 -0.45
O -4.03 0.62 -2.25
H 3.05 -3.06 2.80
H 1.67 -3.38 2.01
H 1.38 -2.76 3.66
H 1.82 -0.41 2.87
H 1.64 1.02 1.60
H 3.48 2.17 0.14
H 3.90 0.43 -0.15
H 3.19 1.82 -2.22
H 2.78 0.11 -2.09
H 0.93 2.55 -1.54
H 0.58 0.98 -2.44
H -1.69 1.59 -1.37
H -1.46 -0.13 -1.86
H -2.92 0.00 0.59
H -5.58 0.52 0.32
H -5.11 -1.15 0.03
H -6.04 -0.23 -1.33

Formally, the natural (NBO) partial charges of the atoms, in units of the elementary charge, are as follows: number 1, C, carries -0.422; number 2, N, carries -0.616; number 3, C, carries 0.675; number 4, O, carries -0.647; number 5, C, carries -0.118; number 6, C, carries -0.422; number 7, C, carries -0.412; number 8, C, carries -0.225; number 9, N, carries -0.433; number 10, C, carries 0.700; number 11, O, carries -0.648; number 12, C, carries -0.298; number 13, N, carries -0.580; number 14, C, carries 0.647; number 15, C, carries -0.695; number 16, O, carries -0.673; number 17, H, carries 0.204; number 18, H, carries 0.234; number 19, H, carries 0.210; number 20, H, carries 0.404; number 21, H, carries 0.202; number 22, H, carries 0.230; number 23, H, carries 0.237; number 24, H, carries 0.219; number 25, H, carries 0.233; number 26, H, carries 0.190; number 27, H, carries 0.224; number 28, H, carries 0.225; number 29, H, carries 0.238; number 30, H, carries 0.423; number 31, H, carries 0.222; number 32, H, carries 0.219; number 33, H, carries 0.255


Entry 5:
Below is the molecule C10H17N3OS at a distorted geometry, with properties calculated with ωB97M-V/def2-TZVPD.

Output
total charge: 0
HOMO level: -8.208 eV

Geometry (Å):
C -1.09 -2.27 -1.29
C 2.84 -1.63 1.78
C -0.32 -1.28 -1.56
C -1.36 0.18 0.96
C 0.03 -0.03 1.31
C -0.32 0.09 -0.99
C 0.38 0.85 2.53
C 0.21 2.57 -1.46
C -1.27 1.20 -3.04
C -0.04 1.14 -2.04
N -0.78 -2.34 2.95
N 1.71 -1.67 2.33
N -1.61 0.22 -0.27
O 0.68 0.17 0.16
S 0.15 -1.96 1.80
H -0.81 -3.34 -1.45
H -1.98 -2.23 -0.63
H 3.69 -1.38 2.38
H 3.08 -1.44 0.67
H 0.63 -1.36 -2.13
H -2.08 0.05 1.72
H 0.29 1.88 2.41
H 1.52 0.87 2.72
H -0.11 0.49 3.31
H 0.54 3.23 -2.23
H 0.93 2.48 -0.63
H -0.73 2.90 -1.08
H -2.07 1.81 -2.48
H -1.54 0.15 -3.06
H -1.02 1.70 -3.98
H 0.98 0.89 -2.62
H -0.53 -1.94 3.91

Formally, the natural (NBO) partial charges of the atoms, in units of the elementary charge, are as follows: number 1, C, carries -0.340; number 2, C, carries 0.003; number 3, C, carries -0.253; number 4, C, carries 0.077; number 5, C, carries 0.076; number 6, C, carries 0.335; number 7, C, carries -0.629; number 8, C, carries -0.612; number 9, C, carries -0.614; number 10, C, carries -0.208; number 11, N, carries -1.129; number 12, N, carries -0.672; number 13, N, carries -0.401; number 14, O, carries -0.541; number 15, S, carries 1.220; number 16, H, carries 0.212; number 17, H, carries 0.215; number 18, H, carries 0.167; number 19, H, carries 0.155; number 20, H, carries 0.208; number 21, H, carries 0.206; number 22, H, carries 0.226; number 23, H, carries 0.221; number 24, H, carries 0.213; number 25, H, carries 0.212; number 26, H, carries 0.217; number 27, H, carries 0.202; number 28, H, carries 0.217; number 29, H, carries 0.224; number 30, H, carries 0.219; number 31, H, carries 0.209; number 32, H, carries 0.365


Entry 6:
Below is a structure of composition C10H17N3OS2 at a distorted geometry, with properties calculated with ωB97M-V/def2-TZVPD.

Output
total charge: 0
HOMO level: -8.572 eV

Geometry (Å):
C -2.56 -4.34 1.51
C -1.13 -3.92 1.19
C -0.56 -2.99 2.25
C 0.92 -2.67 2.06
C 1.26 -1.95 0.76
C 0.62 -0.58 0.68
H 0.89 0.05 1.52
H -0.47 -0.63 0.61
S 1.19 0.29 -0.83
C 0.45 1.82 -0.57
N -0.28 2.08 0.48
S -0.82 3.62 0.42
C 0.01 3.87 -1.12
N 0.63 2.80 -1.49
N -0.05 5.06 -1.76
C 0.52 5.45 -2.97
O 0.33 6.57 -3.35
C 1.31 4.41 -3.69
H 1.70 4.82 -4.62
H 0.69 3.54 -3.90
H 2.13 4.07 -3.06
H -0.59 5.79 -1.31
H 0.95 -2.55 -0.10
H 2.35 -1.83 0.70
H 1.26 -2.06 2.90
H 1.48 -3.61 2.09
H -0.68 -3.46 3.23
H -1.14 -2.06 2.27
H -0.50 -4.81 1.11
H -1.13 -3.43 0.21
H -2.60 -4.87 2.46
H -3.21 -3.47 1.58
H -2.96 -5.00 0.74

Formally, the natural (NBO) partial charges of the atoms, in units of the elementary charge, are as follows: number 1, C, carries -0.598; number 2, C, carries -0.397; number 3, C, carries -0.396; number 4, C, carries -0.383; number 5, C, carries -0.417; number 6, C, carries -0.507; number 7, H, carries 0.230; number 8, H, carries 0.223; number 9, S, carries 0.292; number 10, C, carries 0.207; number 11, N, carries -0.681; number 12, S, carries 0.542; number 13, C, carries 0.260; number 14, N, carries -0.538; number 15, N, carries -0.630; number 16, C, carries 0.702; number 17, O, carries -0.566; number 18, C, carries -0.721; number 19, H, carries 0.239; number 20, H, carries 0.251; number 21, H, carries 0.252; number 22, H, carries 0.420; number 23, H, carries 0.205; number 24, H, carries 0.212; number 25, H, carries 0.202; number 26, H, carries 0.204; number 27, H, carries 0.202; number 28, H, carries 0.195; number 29, H, carries 0.194; number 30, H, carries 0.193; number 31, H, carries 0.200; number 32, H, carries 0.201; number 33, H, carries 0.208


In eV, the frontier orbital gap values for the records above are, in order, 8.623, 7.963, 9.783, 9.822, 8.510, 9.082.